Molecular formula: C2HGaO3
Method: DFT, ωB97M-V/def2-TZVPD

frontier orbital gap (alpha / beta)	7.8 / 5.5	eV
ΔE to the lowest compared entry with this formula, charge and spin	3.9	kcal/mol
expectation value of S²	0.76
charge	+1
E_HOMO (alpha / beta)	-15.1 / -14.7	eV
2S+1	2
calculated total energy	-60596.47349	eV

Each line ends with the natural charge from an NBO analysis.
CARTESIAN COORDINATES (ANGSTROEM)
1 C -0.77 -1.49 -0.04  0.6084
2 O -0.59 -0.25 -0.36  -0.6471
3 C 0.68 0.52 0.20  0.9662
4 O 1.42 -0.19 0.83  -0.4719
5 O 0.38 1.71 0.09  -0.7230
6 Ga -1.37 1.66 -0.67  1.0400
7 H 0.25 -1.96 -0.04  0.2273